77
Properties=species:S:1:pos:R:3:forces:R:3 method="wB97M-V/def2-TZVPD" total_energy_ha=-8826.8553 total_charge=-1 orbital_gap_ev="7.09 / 7.11" homo_energy_ev="-4.58 / -4.60"
Ni -0.7166 0.6847 -0.8459 0.8 1.2 -0.2
Se 1.8402 1.1445 -1.2226 -0.8 -0.3 0.0
P 1.1450 2.8315 -0.0928 0.3 0.4 0.3
Se -0.8447 3.4335 -0.5360 0.1 -0.3 -0.2
C 1.3338 2.4149 1.6784 0.0 -0.1 -0.1
C 0.2273 2.2693 2.5025 0.0 0.0 0.1
C 0.3915 1.8675 3.8234 0.0 0.0 0.0
C 1.6605 1.6130 4.3205 0.0 0.0 0.0
C 2.7703 1.7604 3.4958 0.0 0.0 0.0
C 2.6084 2.1556 2.1785 0.0 0.0 0.1
C 2.3139 4.2323 -0.2558 0.0 0.0 0.0
C 2.0316 5.4087 0.4366 0.0 0.0 0.0
C 2.8889 6.4927 0.3490 0.0 0.0 0.0
C 4.0342 6.4114 -0.4358 0.0 0.0 0.0
C 4.3121 5.2463 -1.1341 0.0 0.0 0.0
C 3.4517 4.1571 -1.0457 0.0 0.0 0.0
H -0.7605 2.4664 2.1042 0.0 0.0 0.0
H -0.4756 1.7456 4.4604 0.0 0.0 0.0
H 1.7878 1.2926 5.3471 0.0 0.0 0.0
H 3.7617 1.5530 3.8796 0.0 0.0 0.0
H 3.4722 2.2500 1.5303 0.0 0.0 0.0
H 1.1278 5.4699 1.0327 0.0 0.0 0.0
H 2.6688 7.4027 0.8935 0.0 0.0 0.0
H 4.7050 7.2588 -0.5088 0.0 0.0 0.0
H 5.2035 5.1785 -1.7455 0.0 0.0 0.0
H 3.6591 3.2475 -1.5966 0.0 0.0 0.0
C -4.7808 1.1277 -1.5291 0.1 0.0 0.0
C -3.4760 1.5409 -0.8471 -0.1 0.3 0.2
C -3.7296 1.8262 0.6373 0.1 0.0 0.0
O -2.5317 0.5463 -1.0503 0.2 -0.7 0.0
H -5.5256 1.9247 -1.4487 0.0 0.0 0.0
H -5.1723 0.2210 -1.0605 0.0 0.0 0.0
H -4.5999 0.9200 -2.5851 0.0 0.0 0.0
H -3.1695 2.4987 -1.3072 0.0 -0.1 0.0
H -4.1355 0.9395 1.1297 0.0 0.0 0.0
H -4.4332 2.6558 0.7612 0.0 0.0 0.0
H -2.7905 2.0948 1.1241 -0.1 0.0 0.0
C -0.8572 -4.3162 -2.6644 0.0 0.0 0.0
Si -0.9160 -2.4230 -2.6651 -0.1 -0.2 0.0
C 0.2927 -1.8424 -3.9929 0.1 0.1 0.0
C -2.6440 -1.9108 -3.1910 -0.1 0.1 0.0
Si -0.3309 -1.5106 -0.5892 -0.4 -0.5 0.0
Si -1.7547 -2.3624 1.0788 -0.1 0.0 0.0
C -1.2946 -1.5387 2.7140 0.0 0.1 0.0
C -1.6402 -4.2257 1.3927 0.1 0.0 -0.1
C -3.5533 -2.0141 0.6657 -0.1 0.0 -0.1
Si 1.7757 -2.4596 -0.1360 0.4 0.3 0.1
C 1.8397 -4.3208 0.1943 -0.3 0.0 0.0
C 2.9959 -2.2222 -1.5671 -0.1 0.1 -0.1
C 2.5287 -1.6514 1.3987 -0.1 0.1 0.1
H -1.1396 -4.7224 -3.6414 0.0 0.0 0.0
H -1.5400 -4.7283 -1.9164 0.0 0.0 0.0
H 0.1481 -4.6760 -2.4301 0.0 0.0 0.0
H -0.0865 -2.0454 -4.9988 0.0 0.0 0.0
H 1.2631 -2.3322 -3.8868 0.0 0.0 0.0
H 0.4598 -0.7648 -3.9042 0.0 0.0 0.0
H -2.8123 -2.0719 -4.2605 0.0 -0.1 0.0
H -2.7821 -0.8517 -2.9593 0.0 0.0 0.0
H -3.4063 -2.4623 -2.6332 0.0 0.0 0.0
H -0.3121 -1.8864 3.0471 0.0 0.0 0.0
H -2.0185 -1.7520 3.5066 0.0 0.0 0.0
H -1.2300 -0.4544 2.5907 0.0 0.0 0.0
H -0.6441 -4.5094 1.7338 0.0 0.0 0.0
H -1.8519 -4.7939 0.4828 0.0 0.0 0.0
H -2.3569 -4.5334 2.1607 0.0 0.1 0.0
H -3.6103 -1.0671 0.1297 0.0 0.0 0.0
H -4.1900 -1.9655 1.5553 0.0 -0.1 0.0
H -3.9481 -2.7916 0.0037 0.0 0.0 0.0
H 1.4247 -4.8925 -0.6386 0.0 0.0 0.0
H 1.2813 -4.5941 1.0894 0.1 0.0 0.0
H 2.8789 -4.6314 0.3373 0.0 0.1 0.0
H 2.8588 -2.9977 -2.3259 0.0 0.0 0.0
H 4.0318 -2.2651 -1.2179 0.0 0.0 0.0
H 2.8507 -1.2570 -2.0544 0.1 -0.1 0.0
H 2.0664 -2.0422 2.3105 0.0 0.0 0.0
H 2.3622 -0.5713 1.3794 0.0 0.0 0.0
H 3.6076 -1.8259 1.4649 0.0 0.0 0.0

57
Properties=species:S:1:pos:R:3:forces:R:3 method="wB97M-V/def2-TZVPD" total_energy_ha=-4547.1952 total_charge=-1 de_lowest_kcal_mol=7.88 orbital_gap_ev=6.03 homo_energy_ev=-3.47
C -0.3145 1.8607 1.6862 -1.2 0.6 0.5
C 0.9802 1.2092 1.5194 0.6 -2.9 -3.6
C 1.1284 0.3197 0.4351 -0.6 3.2 3.9
O 0.1632 -0.2478 -0.2177 -0.5 -1.6 -1.5
Si 0.3605 -1.6699 -1.2246 -0.5 1.2 1.4
C -1.3675 -2.3595 -1.0930 -0.1 -0.2 -0.2
C 0.8139 -1.0994 -2.9374 0.1 -0.1 -0.4
C 1.6613 -2.7088 -0.3957 0.2 -0.4 -0.2
O 2.3588 0.1836 -0.0302 2.5 0.3 -0.3
C 3.2358 1.1447 0.7394 -0.7 -1.0 -0.5
C 2.2856 1.8755 1.6760 0.6 0.9 0.3
H -0.2672 2.6236 2.4776 -0.2 -0.3 -0.1
H -0.6068 2.3716 0.7507 0.0 0.0 0.2
H -1.1060 1.1322 1.9141 0.2 0.4 0.1
H -1.4600 -3.3324 -1.5947 0.0 0.2 0.1
H -1.6616 -2.4881 -0.0417 0.2 0.0 -0.2
H -2.0937 -1.6739 -1.5502 0.2 -0.1 0.1
H 0.9807 -1.9748 -3.5828 0.0 0.2 0.1
H 0.0159 -0.4989 -3.3957 0.1 -0.2 0.2
H 1.7315 -0.4962 -2.9449 -0.2 -0.2 0.1
H 1.5692 -3.7497 -0.7381 0.0 0.1 0.1
H 2.6733 -2.3603 -0.6425 -0.3 0.0 0.1
H 1.5495 -2.7067 0.6985 -0.1 0.1 -0.3
H 3.9839 0.5574 1.2810 -0.2 -0.1 -0.3
H 3.7242 1.7982 0.0077 -0.1 -0.3 0.1
H 2.1832 2.9166 1.3502 0.1 0.2 0.1
H 2.6838 1.8878 2.6946 -0.1 0.0 0.0
O -3.2484 1.1757 5.5241 0.9 -0.3 -0.9
C -2.4522 0.4769 5.0520 -1.4 -0.1 1.8
Co -1.2148 -0.6007 4.5212 -0.2 -0.4 -1.8
C -2.0373 -0.9756 2.9700 -0.7 0.3 -0.4
O -2.6726 -1.0811 2.0089 0.6 0.0 0.7
C 0.1801 0.3940 4.4536 3.3 2.5 -0.4
O 1.1309 1.0790 4.5183 -1.9 -1.2 0.1
C -0.7603 -1.4333 6.2430 -2.5 0.6 0.6
C -0.7515 -0.6139 7.4822 0.3 -0.6 0.0
C 0.1917 0.4207 7.6610 -0.3 -0.3 0.3
C 0.1340 1.2235 8.8007 -0.2 -0.3 -0.1
C -0.8603 1.0071 9.7682 0.2 0.0 -0.1
C -1.7727 -0.0463 9.6161 0.4 0.4 -0.1
C -1.7216 -0.8471 8.4782 0.3 0.3 -0.1
C -1.4761 -2.6215 5.9155 -3.2 1.2 2.7
C -2.6905 -3.1933 5.9813 0.8 -0.4 0.4
Co 0.0860 -2.6231 5.1428 3.4 -1.7 -3.3
C 1.6944 -1.9559 4.7987 2.6 1.1 -0.3
O 2.7598 -1.5631 4.5756 -1.8 -0.7 0.3
C -0.4559 -3.0199 3.4392 0.3 -1.1 -1.0
O -0.6205 -3.5183 2.4046 0.0 0.9 1.4
C 0.5869 -4.1942 5.7422 -0.4 -1.9 1.7
O 0.7337 -5.2172 6.2750 0.0 1.8 -1.2
H 0.9547 0.5786 6.8951 -0.3 0.0 0.4
H 0.8762 2.0150 8.9229 -0.3 -0.1 0.1
H -0.9068 1.6655 10.6404 0.0 -0.3 -0.2
H -2.5208 -0.2294 10.3850 0.1 0.0 -0.2
H -2.4478 -1.6443 8.3326 0.2 0.1 0.0
H -2.7701 -4.2551 5.7451 -0.4 0.3 -0.3
H -3.5556 -2.6446 6.3606 0.2 -0.3 0.1

18
Properties=species:S:1:pos:R:3:forces:R:3 method="wB97M-V/def2-TZVPD" total_energy_ha=-251.5481 total_charge=+2 de_lowest_kcal_mol=108.20 orbital_gap_ev="9.03 / 5.93" spin_multiplicity=2 homo_energy_ev="-19.12 / -19.12"
C -1.1588 1.0951 -1.5436 -0.6 -0.3 -0.4
C -2.0337 -0.1133 -1.2883 0.3 0.9 0.5
C -1.9062 -0.2502 0.2329 -0.9 -1.2 0.4
C -0.6027 -1.0247 0.3072 -0.7 1.3 -0.1
C 0.4455 -0.3455 -0.0795 0.0 -1.6 -1.4
N 4.1425 0.3495 2.1042 0.0 -1.7 -1.9
H -0.1200 0.8160 -1.0450 0.5 -0.1 0.3
H -0.9742 1.3508 -2.5820 0.6 -0.1 -0.1
H -1.4407 1.9731 -0.9820 -0.1 0.2 0.1
H -3.0775 0.0012 -1.5878 0.1 0.2 -0.2
H -1.5718 -0.9741 -1.7840 -0.6 0.0 -0.2
H -1.7739 0.6997 0.7459 -0.1 0.1 -0.1
H -2.7484 -0.7513 0.7126 0.3 -0.3 -0.1
H -0.6372 -2.1086 0.4239 0.5 0.1 0.8
H 1.0888 -0.6978 -0.8898 0.5 0.9 0.1
H 3.4198 -0.2809 2.4773 0.1 0.5 0.7
H 3.8627 0.8692 1.2556 0.1 0.6 0.7
H 5.0769 -0.0903 2.0121 0.1 0.6 0.7

10
Properties=species:S:1:pos:R:3:forces:R:3 method="wB97M-V/def2-TZVPD" total_energy_ha=-520.8953 total_charge=+1 smiles="O=[N+]1O[C@]12C=[N+]([O-])N=N2" de_lowest_kcal_mol=91.28 orbital_gap_ev="7.64 / 7.64" homo_energy_ev="-15.60 / -15.60"
O 2.6500 1.1663 0.2007 1.0 0.2 0.9
N 1.7067 0.6581 0.6109 0.7 1.1 -2.7
O 1.2844 -0.1363 1.5085 1.6 -1.6 3.2
C 0.4379 0.1820 0.3896 -3.8 -1.7 -3.2
C -0.1368 -0.7272 -0.6279 0.8 0.0 1.1
N -1.4181 -0.4658 -0.6934 0.2 1.5 0.3
O -2.3670 -0.8347 -1.2869 0.0 -0.8 -0.3
N -1.6452 0.7510 0.1951 -2.1 0.9 0.2
N -0.6366 1.0544 0.7499 0.4 1.3 1.1
H 0.1248 -1.6477 -1.0466 1.2 -1.0 -0.5

110
Properties=species:S:1:pos:R:3:forces:R:3 method="wB97M-V/def2-TZVPD" total_energy_ha=-12545.7743 de_lowest_kcal_mol=7.08 orbital_gap_ev=6.58 homo_energy_ev=-6.53
Cs -0.3710 0.1928 -0.1277 -0.2 -0.2 -0.1
C -2.7009 4.2597 -0.8060 0.0 0.0 0.0
C -3.2307 3.2842 0.2477 0.0 0.0 0.0
As -1.8707 2.9943 1.6493 0.1 0.0 0.0
C -2.2793 4.5154 2.7972 0.0 0.0 0.0
C -1.3772 5.5748 2.7714 0.0 0.0 0.0
C -1.6098 6.7149 3.5301 0.0 0.0 0.0
C -2.7389 6.7957 4.3315 0.0 -0.1 0.0
C -3.6359 5.7332 4.3742 0.1 0.1 0.0
C -3.4071 4.5993 3.6094 -0.1 -0.1 0.0
C -2.6535 1.4889 2.6069 0.0 0.0 0.0
C -4.0191 1.2404 2.7296 0.0 0.0 0.0
C -4.4679 0.1327 3.4357 0.0 0.0 0.0
C -3.5559 -0.7437 4.0136 0.0 0.0 0.0
C -2.1943 -0.5122 3.8822 0.0 0.0 0.0
C -1.7446 0.5983 3.1785 0.0 0.0 0.0
As -0.9585 3.6241 -1.5077 0.0 0.0 0.0
C 0.2558 4.8849 -0.6437 0.1 0.0 0.0
C 0.1263 6.2681 -0.7466 0.0 0.0 0.1
C 1.0159 7.1078 -0.0901 0.0 0.0 0.0
C 2.0452 6.5722 0.6771 0.0 0.0 0.0
C 2.1851 5.1955 0.7840 0.0 0.0 0.0
C 1.2937 4.3590 0.1219 -0.1 0.0 0.1
C -0.9948 4.3746 -3.3095 0.0 0.0 0.0
C -1.9711 3.9041 -4.1864 0.0 0.0 0.0
C -1.9807 4.3003 -5.5154 0.0 0.0 0.0
C -1.0032 5.1647 -5.9899 0.0 0.0 0.0
C -0.0198 5.6277 -5.1275 0.0 0.0 0.0
C -0.0147 5.2347 -3.7946 0.0 0.0 0.0
H -2.5808 5.2611 -0.3914 0.0 0.0 0.0
H -3.3870 4.3308 -1.6511 0.0 0.0 0.0
H -3.4322 2.3059 -0.2040 0.0 0.1 0.0
H -4.1578 3.6504 0.6930 0.0 0.0 0.0
H -0.4839 5.5093 2.1605 0.0 0.0 0.0
H -0.9008 7.5330 3.5007 0.0 0.0 0.0
H -2.9171 7.6786 4.9318 0.0 0.0 0.0
H -4.5116 5.7877 5.0083 0.0 0.0 0.0
H -4.1068 3.7690 3.6614 0.1 0.1 0.0
H -4.7427 1.9092 2.2747 0.0 0.0 0.0
H -5.5313 -0.0488 3.5337 0.0 0.0 0.0
H -3.9086 -1.6068 4.5641 0.0 0.0 0.0
H -1.4725 -1.1880 4.3242 0.0 0.0 0.0
H -0.6744 0.7618 3.0803 0.0 0.0 0.0
H -0.6667 6.6954 -1.3500 0.0 0.0 0.0
H 0.9043 8.1816 -0.1734 0.0 0.0 0.0
H 2.7334 7.2293 1.1939 0.0 0.0 0.0
H 2.9708 4.7644 1.3920 0.0 0.0 0.0
H 1.3898 3.2862 0.2425 0.0 0.0 0.0
H -2.7234 3.2045 -3.8376 0.0 0.0 0.0
H -2.7453 3.9253 -6.1838 0.0 0.0 0.0
H -1.0072 5.4731 -7.0273 0.0 0.0 0.0
H 0.7451 6.3037 -5.4896 0.0 0.0 0.0
H 0.7585 5.6085 -3.1318 0.0 -0.1 -0.1
C 2.8631 -1.8471 -2.5525 0.0 0.0 0.0
C 3.2288 -2.1486 -1.1240 0.0 0.0 0.0
C 4.1794 -3.1545 -0.8318 0.0 0.0 0.0
C 4.4695 -3.4469 0.4677 0.0 0.0 0.0
C 3.8383 -2.7297 1.5115 0.0 0.0 0.0
C 4.0475 -2.9753 2.8893 0.0 0.0 0.0
Br 5.2256 -4.3548 3.4586 0.0 0.0 0.0
C 3.3954 -2.2299 3.8318 0.0 0.0 0.0
C 2.5346 -1.1979 3.4497 0.0 0.0 -0.1
Br 1.6406 -0.2135 4.8004 0.0 0.0 0.0
C 2.2784 -0.8425 2.1144 0.0 -0.1 0.0
O 1.5291 0.1150 1.7543 0.2 0.0 0.2
C 2.9403 -1.7015 1.1277 0.0 0.0 0.0
N 2.6402 -1.4556 -0.1780 0.0 0.0 0.1
H 2.9433 -2.7383 -3.1770 0.0 0.0 0.0
H 3.5334 -1.0920 -2.9728 0.0 0.0 0.0
H 1.8466 -1.4609 -2.6066 0.0 0.0 0.0
H 4.6517 -3.6962 -1.6418 0.0 0.0 0.0
H 5.1770 -4.2266 0.7158 0.0 0.0 0.0
H 3.5477 -2.4297 4.8835 0.0 0.0 0.0
N 3.4261 1.6796 -0.1143 0.0 -0.1 -0.2
N 3.5204 2.3747 -1.3373 0.0 -0.1 0.1
C 2.6795 2.2449 -2.3844 0.0 0.0 0.1
N 2.9115 3.0525 -3.4274 -0.1 0.0 0.0
N 1.6909 1.3636 -2.2326 0.1 -0.1 -0.2
N 0.8936 1.0742 -3.3007 0.0 0.1 0.1
O 0.0035 0.2692 -3.0650 0.1 0.0 -0.2
O 1.0457 1.5734 -4.4132 0.0 0.0 0.0
H 4.0184 0.8575 -0.1764 0.0 0.0 0.0
H 2.4890 1.3029 0.0272 0.0 0.1 0.1
H 3.9860 3.2633 -1.2489 0.0 0.0 0.0
H 3.7689 3.5734 -3.4718 0.0 0.0 0.0
H 2.3166 2.9534 -4.2355 0.0 0.0 0.0
C -5.0380 -2.1288 -1.8620 0.0 0.0 0.0
P -3.4721 -1.2815 -1.3987 0.0 0.0 0.0
C -3.5656 -1.5845 0.4178 0.0 -0.1 0.0
C -2.2666 -2.5573 -2.0323 0.0 0.0 0.0
C -2.0331 -3.8020 -1.1687 0.0 0.0 0.0
P -0.7484 -3.4941 0.1405 0.0 0.0 0.0
C 0.6862 -4.3284 -0.6417 0.0 0.0 0.0
C -1.2097 -4.7690 1.3776 0.0 0.0 0.0
H -5.8811 -1.5988 -1.4170 0.0 0.0 0.0
H -5.0602 -3.1666 -1.5201 0.0 0.0 0.0
H -5.1624 -2.1092 -2.9449 0.0 0.0 0.0
H -4.3987 -0.9934 0.7954 -0.1 0.0 0.0
H -2.6743 -1.2545 0.9513 0.0 0.0 0.0
H -3.7505 -2.6305 0.6728 0.0 0.0 0.0
H -1.3171 -2.0580 -2.2564 0.0 0.0 0.0
H -2.6712 -2.8362 -3.0100 0.0 0.0 0.0
H -1.7093 -4.6440 -1.7871 0.0 0.0 0.0
H -2.9596 -4.1188 -0.6834 0.0 0.0 0.0
H 0.4711 -5.3762 -0.8644 0.0 0.0 0.0
H 1.5532 -4.2689 0.0184 0.0 0.0 0.0
H 0.9420 -3.8139 -1.5702 0.0 0.0 0.0
H -1.3585 -5.7500 0.9207 0.0 0.0 0.0
H -2.1251 -4.4713 1.8916 0.0 0.0 0.0
H -0.4177 -4.8447 2.1240 0.0 0.0 0.0

63
Properties=species:S:1:pos:R:3:forces:R:3 method="wB97M-V/def2-TZVPD" total_energy_ha=-2450.8869 total_charge=+1 de_lowest_kcal_mol=22.17 orbital_gap_ev="5.89 / 5.94" spin_multiplicity=4 homo_energy_ev="-8.41 / -8.49"
V 0.2950 -0.1672 0.2461 -3.2 -2.2 -0.3
C 0.8569 -3.2091 -3.2602 0.5 -0.7 -0.3
C 1.0416 -2.3330 -2.1710 -1.0 0.5 0.0
N 0.0647 -1.6867 -1.5327 -0.2 -1.5 0.1
C -1.2257 -2.0541 -1.8652 -0.1 1.1 -0.6
C -1.5067 -2.8337 -3.0397 0.1 -0.5 1.5
C -0.4183 -3.5030 -3.6796 0.0 1.3 -0.1
C -2.8591 -3.0315 -3.3481 -1.3 0.4 -0.3
C -3.8783 -2.2972 -2.7268 0.1 -0.6 -0.5
C -3.6341 -1.4862 -1.6121 1.8 -0.7 0.2
C -2.3156 -1.4817 -1.0682 -0.7 0.7 -0.3
N -1.9469 -0.8648 0.0833 1.6 -0.1 1.9
C -2.5379 -0.9386 1.3559 -0.5 0.5 -0.7
C -3.8895 -0.7339 1.6551 0.8 -0.5 0.0
C -4.3445 -0.7748 2.9849 1.0 0.1 0.6
C -3.4806 -1.0049 4.0383 -0.7 -0.1 0.3
C -2.0925 -1.1980 3.8509 -0.2 -0.4 -0.9
C -1.1631 -1.5254 4.8816 -0.3 0.0 -0.8
C 0.1504 -1.7487 4.5371 -0.3 0.0 0.5
C 0.5271 -1.5896 3.2133 -0.9 0.9 -1.8
N -0.2922 -1.1686 2.2128 0.4 -1.8 1.3
C -1.6462 -1.1439 2.4936 1.1 0.9 -0.3
H 1.7593 -3.6517 -3.7535 -1.0 0.4 0.6
H 2.0272 -2.1642 -1.8066 0.7 0.4 0.1
H -0.6059 -4.0773 -4.5803 0.0 -0.2 0.2
H -3.1403 -3.7405 -4.1185 0.1 0.1 -0.1
H -4.9055 -2.3900 -3.1255 0.7 0.0 0.3
H -4.3875 -0.8796 -1.1359 -0.1 -0.2 -0.1
H -4.5891 -0.5675 0.8547 -0.1 0.1 0.0
H -5.3707 -0.5477 3.2110 -0.3 -0.2 0.0
H -3.8831 -1.0788 5.0446 0.1 0.1 -0.1
H -1.5411 -1.6846 5.8843 0.1 0.2 0.1
H 0.9347 -2.0042 5.2490 -0.4 -0.1 0.0
H 1.5456 -1.8124 2.9385 0.2 0.3 -0.1
C 5.1121 1.5785 1.3235 -0.4 -1.3 -0.4
N 3.8146 1.3041 1.9765 0.6 0.5 0.7
C 3.7761 1.3380 3.4485 -0.6 -0.5 0.2
C 2.7914 0.9124 1.2321 -0.1 0.5 -0.7
O 1.7039 0.4667 1.6175 0.6 0.8 0.7
C 2.9708 1.1194 -0.2679 1.1 0.6 1.1
O 1.8611 0.6369 -0.9366 0.3 -0.1 -0.3
C 1.4704 1.5088 -1.9920 0.3 -1.0 -0.5
C 0.0671 1.9676 -1.7181 -0.4 1.0 -0.9
O -0.6961 1.3284 -0.9552 1.7 1.3 -0.7
N -0.2581 3.1025 -2.3857 -0.8 -0.6 1.0
C 0.4861 3.7936 -3.4552 0.5 -0.5 0.9
C -1.5358 3.6965 -2.0036 -0.3 0.6 -0.3
H 5.8222 1.9996 1.9933 0.2 0.6 0.7
H 5.5289 0.6003 1.0486 0.1 0.3 -0.2
H 5.0253 2.1995 0.4310 0.0 0.1 0.3
H 4.3045 2.1994 3.8207 0.6 0.2 -0.2
H 2.7539 1.5277 3.7970 0.1 -0.6 -0.3
H 4.1986 0.4145 3.9051 -0.4 0.6 -0.4
H 3.0723 2.2051 -0.4528 0.1 -0.4 0.3
H 3.9124 0.6549 -0.5562 -0.1 -0.3 -0.5
H 2.2189 2.3195 -2.0301 -0.7 -0.3 -0.4
H 1.4900 0.8977 -2.9143 0.0 0.5 0.2
H 1.5593 3.7800 -3.2554 0.0 -0.2 -0.1
H 0.2912 3.3514 -4.4321 -0.1 0.2 0.0
H 0.2325 4.8466 -3.4068 -0.4 0.0 -0.2
H -1.3559 4.7242 -1.6716 0.0 -0.1 0.1
H -2.1894 3.7895 -2.8794 -0.1 -0.4 0.3
H -1.9762 3.1099 -1.1918 -0.1 0.2 -0.4

Number 1: maximum force 1.4 eV/Å. Number 2: maximum force 5.0 eV/Å. Number 3: maximum force 2.5 eV/Å. Number 4: maximum force 5.3 eV/Å. Number 5: maximum force 0.3 eV/Å. Number 6: maximum force 3.8 eV/Å.